Record 1
Below is one molecule with the formula C15H10Cl2N4O2 in a non-equilibrium geometry, with properties calculated with ωB97M-V with the def2-TZVPD basis set.

The geometry in XYZ format:
```
33
C15H10Cl2N4O2 | OMol25 | ωB97M-V with the def2-TZVPD basis set
N -1.65465 -0.57172 3.80755
C -2.23917 -0.23779 2.84473
C -2.82478 0.16957 1.64425
C -2.33506 -0.50208 0.40801
C -2.42127 -1.96800 0.63528
N -2.44543 -3.13668 0.79204
C -3.21719 -0.15583 -0.81465
O -3.30961 -0.98169 -1.72429
C -4.06946 1.04638 -0.74514
Cl -4.96112 1.40550 -2.15579
C -4.13867 1.85156 0.35707
Cl -4.96387 3.33334 0.32505
C -3.44788 1.48834 1.60317
O -3.18629 2.32425 2.46720
C 4.46418 -0.56967 0.25114
N 3.45712 -0.15885 -0.70163
C 4.03269 0.55578 -1.82314
C 2.10694 -0.26688 -0.47541
C 1.12602 0.38050 -1.28588
C -0.24724 0.19614 -1.02674
N -0.76239 -0.53466 -0.00418
C 0.15766 -1.13235 0.80500
C 1.54023 -1.08038 0.56321
H 4.05580 -0.94683 1.19308
H 5.13641 -1.31775 -0.18924
H 5.13504 0.26946 0.47820
H 3.38064 0.55003 -2.70372
H 4.29396 1.58992 -1.54804
H 4.98910 0.07817 -2.07498
H 1.41155 1.04436 -2.11410
H -0.99559 0.64206 -1.68352
H -0.23420 -1.68652 1.67518
H 2.16652 -1.67769 1.22027
```

Properties
Frontier orbital gap = 6.4 eV
Total charge = 0
E = -50813.66617 eV

Record 2
Below is one molecule with the formula CH4P2S in a non-equilibrium geometry, with properties calculated with ωB97M-V with the def2-TZVPD basis set.

The geometry in XYZ format:
```
8
CH4P2S | OMol25 | ωB97M-V with the def2-TZVPD basis set
P 0.04761 2.08217 0.33462
P -0.42628 0.18810 -0.47749
C 0.24296 -1.10330 0.65545
S -0.78662 -1.86425 1.69729
H 1.20640 1.95995 -0.64951
H -1.70728 -0.28782 -0.80999
H 0.25293 -0.01309 -1.83421
H 1.17028 -0.96177 1.08385
```

Properties
Frontier orbital gap = 6.5 eV
Energy above the lowest of the compared OMol25 structures with the same formula, charge and spin = 74.8 kcal per mole
Total charge = 0
E = -30511.37333 eV
SMILES = P=[PH2]C=S

Record 3
Below is a 2-piece molecular cluster, C9H14 overall in a non-equilibrium geometry, with properties calculated with ωB97M-V with the def2-TZVPD basis set.

The geometry in XYZ format:
```
23
C9H14 | OMol25 | ωB97M-V with the def2-TZVPD basis set
C 0.62393 3.18757 0.26631
C 0.18963 1.79945 0.61128
C 0.83385 1.05487 1.59396
C 0.48706 -0.26292 1.83541
C -0.45995 -0.84095 1.01602
C -1.11987 -0.14921 0.00171
C -0.79986 1.19142 -0.17063
H 1.04207 3.80227 1.07462
H -0.06911 3.78821 -0.31028
H 1.60505 3.07796 -0.23120
H 1.65334 1.57849 2.07732
H 0.94356 -0.82047 2.64027
H -0.74733 -1.88266 1.12489
H -1.81825 -0.69732 -0.61004
H -1.09265 1.72592 -1.06793
C -0.54510 -3.02848 -1.79738
C 0.61965 -2.10873 -2.16368
H -0.63321 -3.80788 -2.55930
H -0.63604 -3.55414 -0.84754
H -1.47798 -2.46138 -1.84997
H 1.23173 -1.92501 -1.28117
H 1.24005 -2.49361 -2.97433
H 0.28609 -1.15585 -2.57636
```

Properties
Frontier orbital gap = 9.9 eV
Energy above the lowest of the compared OMol25 structures with the same formula, charge and spin = 15.6 kcal per mole
Total charge = 0
E = -9559.50425 eV
SMILES = Cc1ccccc1.CC

Record 4
Below is C6H8F10InN3O14S7 as an isolated structure in a non-equilibrium geometry, with properties calculated with ωB97M-V with the def2-TZVPD basis set.

The geometry in XYZ format:
```
49
C6H8F10InN3O14S7 | OMol25 | ωB97M-V with the def2-TZVPD basis set
In -0.41751 -1.11464 1.76401
C -1.78888 -2.22098 -2.85010
F -2.99709 -1.73844 -2.68923
F -1.79039 -3.43521 -2.32591
F -1.40500 -2.31186 -4.10768
S -0.49981 -1.11985 -1.99793
O 0.34395 -2.11513 -1.33654
O 0.30875 -0.32146 -2.89203
N -1.25800 -0.24097 -0.79956
S -2.26629 0.80117 -1.46160
O -2.36459 0.78839 -2.89404
O -3.49056 0.85495 -0.75687
C -1.32634 2.40708 -1.11947
F -0.29109 2.54476 -1.94325
F -2.18961 3.41158 -1.29338
F -0.91913 2.46437 0.12340
N -2.72171 -2.83924 1.68553
S -3.09440 -4.13017 2.52750
O -2.99192 -5.42942 1.88675
O -3.91402 -3.94929 3.70969
F -1.65883 -4.11808 3.29134
S -4.15949 -2.94059 0.79061
O -5.38696 -2.74836 1.51338
O -4.12695 -3.85664 -0.32887
F -3.93506 -1.51386 0.15092
N 0.54795 0.83289 3.37632
S 1.32065 0.96871 4.74795
O 0.49840 0.97580 5.93384
O 2.50133 1.77767 4.66037
F 1.87334 -0.52372 4.71940
S 0.27907 2.54977 3.18258
O 0.95940 2.97755 1.99266
O 0.24413 3.39740 4.34346
F -1.24466 2.60370 2.65578
C 2.97787 2.02660 -2.62491
C 3.85168 0.78471 -2.69224
C 3.38994 -0.22445 -1.60976
S 2.89619 0.82260 -0.17325
O 3.97228 0.99173 0.79516
O 1.59671 0.31772 0.28436
C 2.76691 2.40382 -1.15194
H 1.96611 1.89508 -3.01759
H 3.38280 2.81265 -3.26177
H 4.87077 1.03654 -2.38979
H 3.84189 0.23627 -3.63100
H 3.95520 -1.10715 -1.33018
H 2.37826 -0.52721 -1.89328
H 3.64013 2.93856 -0.77551
H 1.87454 2.90466 -0.78737
```

Properties
Frontier orbital gap = 3.2 eV
Energy above the lowest of the compared OMol25 structures with the same formula, charge and spin = 63.1 kcal per mole
Total charge = 0
E = -147669.09381 eV

Record 5
Below is C34H37Cl3N8OPS2W as an isolated structure, with properties calculated with ωB97M-V with the def2-TZVPD basis set.

The geometry in XYZ format:
```
87
C34H37Cl3N8OPS2W | OMol25 | ωB97M-V with the def2-TZVPD basis set
W 0.19417 0.93022 -1.44505
S -0.65811 1.67091 0.73633
C -0.16397 0.65759 2.02569
N -0.50904 0.85588 3.25733
C -0.12033 -0.10891 4.30432
C 1.24656 -0.65377 4.00970
N 1.29173 -1.16610 2.62654
C 2.10439 -2.39807 2.43077
C 1.43597 -3.56110 3.11493
C 0.18664 -3.99951 2.67991
C -0.43326 -5.06414 3.31282
C 0.19492 -5.69798 4.37920
C 1.43987 -5.26712 4.81112
C 2.05946 -4.19428 4.18289
C 0.64410 -0.55908 1.68329
S 0.65386 -1.05177 0.04354
C -1.31351 2.01906 3.73180
C -0.48000 2.87224 4.64937
C -0.81668 2.98706 5.99264
C -0.04221 3.77278 6.83657
C 1.07042 4.43389 6.33953
C 1.40993 4.32020 4.99575
C 0.63482 3.54351 4.15086
H -0.87672 -0.89703 4.33835
H -0.11605 0.42688 5.25150
H 1.46734 -1.48953 4.67089
H 2.02279 0.10766 4.11846
H 3.08017 -2.18939 2.87213
H 2.22766 -2.54712 1.36171
H -0.29685 -3.52197 1.83221
H -1.39857 -5.41252 2.97098
H -0.28612 -6.53437 4.86768
H 1.93276 -5.76654 5.63389
H 3.03808 -3.86686 4.51566
H -2.17269 1.59656 4.25557
H -1.66770 2.55956 2.85881
H -1.69327 2.48111 6.38164
H -0.31245 3.87147 7.87896
H 1.67093 5.04785 6.99683
H 2.26964 4.85090 4.60959
H 0.88619 3.47842 3.09614
Cl 2.42818 6.92981 -5.04606
C 1.91526 5.39905 -4.47736
C 1.58602 5.24828 -3.13343
C 1.17384 4.00180 -2.72065
Cl 0.76098 3.67099 -1.06345
C 1.07875 2.91276 -3.57707
O 0.64949 1.72388 -3.08226
C 1.43349 3.08473 -4.91241
Cl 1.36414 1.75577 -5.99953
C 1.84435 4.32875 -5.36124
H 1.65647 6.08056 -2.44806
H 2.11420 4.46322 -6.39947
N 3.47514 0.62056 -1.50371
C 2.32659 0.67804 -1.43197
H 4.47636 0.56789 -1.56646
N -4.09650 1.77551 -1.99561
C -3.60656 2.44286 -3.08727
C -2.26111 2.27609 -3.04975
N -1.92753 1.51335 -1.93948
C -3.07042 1.23287 -1.32950
H -5.06726 1.70868 -1.72764
H -4.23983 2.97285 -3.77691
H -1.52360 2.64819 -3.73746
H -3.18400 0.65129 -0.43119
C -0.82412 -4.09616 -3.29016
N -1.99047 -3.22404 -3.11574
C -2.40168 -2.70795 -4.42424
N -1.32154 -2.01194 -5.12054
C -0.17599 -2.91360 -5.25839
N 0.28883 -3.43594 -3.97190
C 0.90189 -2.40350 -3.15131
P -0.34853 -1.09616 -2.77130
C -1.74036 -2.15995 -2.16225
C -0.96792 -0.76023 -4.48743
H -1.13040 -4.95305 -3.88922
H -0.49243 -4.45864 -2.31572
H -3.25144 -2.03463 -4.30039
H -2.71767 -3.55089 -5.03773
H 0.64144 -2.39360 -5.75902
H -0.47868 -3.75649 -5.87882
H 1.73764 -1.94597 -3.68710
H 1.29152 -2.84251 -2.23030
H -2.63851 -1.54909 -2.04073
H -1.47823 -2.58209 -1.18965
H -0.18047 -0.25077 -5.04305
H -1.83418 -0.09720 -4.43789
```

Properties
Frontier orbital gap (spin up / spin down) = 5.3 / 5.3 eV
Total charge = +3
E = -120156.60826 eV

Repeat the third record exactly.
Below is a 2-piece molecular cluster, C9H14 overall in a non-equilibrium geometry, with properties calculated with ωB97M-V with the def2-TZVPD basis set.

The geometry in XYZ format:
```
23
C9H14 | OMol25 | ωB97M-V with the def2-TZVPD basis set
C 0.62393 3.18757 0.26631
C 0.18963 1.79945 0.61128
C 0.83385 1.05487 1.59396
C 0.48706 -0.26292 1.83541
C -0.45995 -0.84095 1.01602
C -1.11987 -0.14921 0.00171
C -0.79986 1.19142 -0.17063
H 1.04207 3.80227 1.07462
H -0.06911 3.78821 -0.31028
H 1.60505 3.07796 -0.23120
H 1.65334 1.57849 2.07732
H 0.94356 -0.82047 2.64027
H -0.74733 -1.88266 1.12489
H -1.81825 -0.69732 -0.61004
H -1.09265 1.72592 -1.06793
C -0.54510 -3.02848 -1.79738
C 0.61965 -2.10873 -2.16368
H -0.63321 -3.80788 -2.55930
H -0.63604 -3.55414 -0.84754
H -1.47798 -2.46138 -1.84997
H 1.23173 -1.92501 -1.28117
H 1.24005 -2.49361 -2.97433
H 0.28609 -1.15585 -2.57636
```

Properties
Frontier orbital gap = 9.9 eV
Energy above the lowest of the compared OMol25 structures with the same formula, charge and spin = 15.6 kcal per mole
Total charge = 0
E = -9559.50425 eV
SMILES = Cc1ccccc1.CC

Question: The highest total charge belongs to which entry?
Answer: C34H37Cl3N8OPS2W

Question: Which formula does entry 3 have?
Answer: C9H14